12
Properties=species:S:1:pos:R:3:forces:R:3 method="wB97M-V/def2-TZVPD" de_lowest_kcal_mol=106.1 gap_ev="6.28 / 6.28" e_lumo_ev="-1.94 / -1.94" multiplicity=1
O -0.3698 1.2210 -0.2392 -2.734 -1.034 0.139
S -2.5826 0.2747 -0.0621 2.021 0.336 0.368
C 0.7746 -1.0493 -0.7687 -2.180 2.862 4.096
H 1.4017 -1.3058 -1.5525 0.388 -1.414 -1.394
H 2.5585 0.0801 0.0250 0.443 -0.065 0.184
C 0.5462 0.5026 -0.8538 1.909 0.064 -1.230
C 1.5198 -0.1012 0.2059 -0.793 -0.758 -2.002
S -2.6397 -0.2033 1.9067 -0.634 2.327 -0.668
H 1.0912 0.1113 1.1584 0.092 -0.224 0.560
H -0.1674 -1.5065 -0.3067 1.731 -0.030 -1.241
H 1.0206 0.8985 -1.8242 -0.948 -0.259 1.375
H -3.1533 1.0780 2.3111 0.703 -1.805 -0.186

***

13
Properties=species:S:1:pos:R:3:forces:R:3 method="wB97M-V/def2-TZVPD" de_lowest_kcal_mol=60.1 gap_ev=8.36 e_lumo_ev=-0.52 multiplicity=1
S -3.3156 -0.0992 -0.1098 -1.517 1.883 1.181
H -1.0061 1.9800 -1.3667 0.203 0.142 -0.341
H 0.6275 -1.3601 1.0107 -0.177 -2.612 1.598
H 1.1835 0.3428 1.5128 -0.931 -1.833 -1.629
C -2.0841 0.7958 0.3835 4.007 -5.329 -1.100
H -1.9770 1.6589 0.9013 -0.419 2.641 1.424
C 0.8308 -0.4244 0.6741 -1.989 4.672 2.012
H 1.6236 -0.4566 -0.0498 -0.185 0.192 -0.833
H -0.0693 -2.2186 -0.6763 -0.850 0.667 -0.426
S 0.1343 1.3269 -1.0911 -0.566 0.859 0.018
S -1.0716 -1.3790 -1.1358 1.089 -0.680 0.796
O -4.5444 0.6319 0.2613 -0.400 -0.603 -0.440
C -0.6710 0.0858 0.0076 1.735 0.001 -2.260

***

14
Properties=species:S:1:pos:R:3:forces:R:3 method="wB97M-V/def2-TZVPD" de_lowest_kcal_mol=10.6 gap_ev=7.63 e_lumo_ev=-0.74 multiplicity=1
S 2.1978 0.1434 0.4741 0.624 -0.257 -0.289
H 0.0227 -0.4111 2.8197 -1.748 0.719 -2.654
C -0.0077 -1.2203 -0.7113 -1.236 0.216 1.258
S 0.6258 2.4773 0.3415 0.315 0.674 -0.463
H -1.8303 1.2425 -0.0073 0.187 -0.541 -1.649
O -0.5193 -0.3262 1.9339 0.331 1.971 2.356
H 0.4555 0.1873 -2.2312 -0.627 0.601 1.957
H -0.8196 -1.2911 0.0919 1.430 -0.478 -1.162
C 0.0252 0.2537 -1.1254 1.199 -1.765 -3.388
S 1.6373 -1.7491 -0.1446 -0.044 -0.308 -0.375
C 0.9741 1.0193 -0.3152 -0.788 0.997 2.052
S -1.6453 0.7851 -1.3400 -0.827 1.290 1.332
H -0.2602 -1.7586 -1.6167 -0.085 -0.526 0.211
H -0.8559 0.6476 1.8305 1.269 -2.593 0.816

***

11
Properties=species:S:1:pos:R:3:forces:R:3 method="wB97M-V/def2-TZVPD" gap_ev="7.46 / 8.12" e_lumo_ev="-5.57 / -5.64" multiplicity=2 total_charge=+1
H -0.2017 -1.0472 -1.4067 0.872 0.692 -0.297
C 1.5605 -0.3856 0.0112 -0.385 -1.596 1.584
O -0.4640 0.7391 -0.2872 -2.397 -1.953 0.175
C 0.1413 -0.6190 -0.4556 -1.676 -2.239 0.937
H -1.9380 1.8320 0.6862 0.109 -0.392 -0.111
H -2.1900 -0.0841 0.5915 0.284 0.409 -0.105
H -0.3455 -1.3078 0.2516 -0.225 0.536 -0.065
H 2.2851 -0.9993 -0.5369 0.018 0.041 0.777
C -1.5864 0.8195 0.4941 -1.074 0.342 0.426
H 1.4316 -0.5275 1.1949 1.180 0.196 -2.588
Sn 1.3070 1.5798 -0.5431 3.294 3.964 -0.731

***

11
Properties=species:S:1:pos:R:3:forces:R:3 method="wB97M-V/def2-TZVPD" de_lowest_kcal_mol=73.2 gap_ev=9.55 e_lumo_ev=1.01 multiplicity=1
C -0.7116 -0.0884 0.7224 0.510 -0.627 1.435
H -0.7128 -0.1601 1.8772 0.489 0.324 -2.325
P 2.5212 0.1283 -0.2094 0.047 0.194 -0.940
H 0.5909 -1.1952 -1.0941 -0.052 -1.142 -0.407
H 2.0918 1.4307 -0.3911 0.674 1.161 -0.518
C -1.9031 -0.2107 -0.2538 1.752 -0.670 0.805
H -2.9115 0.2015 -0.0176 1.177 0.023 0.098
P -0.4733 0.9702 -0.6159 -0.168 1.109 -0.877
H 2.6173 0.4938 1.1088 -0.230 -0.450 1.337
H -1.9307 -1.2290 -0.6023 -0.272 -0.053 -0.906
C 0.8219 -0.3410 -0.5242 -3.928 0.130 2.297

***

11
Properties=species:S:1:pos:R:3:forces:R:3 method="wB97M-V/def2-TZVPD" de_lowest_kcal_mol=54.6 gap_ev=9.09 e_lumo_ev=-0.25 multiplicity=1
P -2.8829 -0.2948 0.4775 0.163 0.176 0.214
H 2.1325 0.6006 -1.1005 0.388 2.363 -2.647
C 2.7519 -0.7357 0.2314 2.855 2.002 -2.682
C 1.8493 -0.0058 -0.3510 -4.062 -0.975 1.365
H 3.8215 -0.6246 -0.1318 -1.341 -0.556 1.057
P -0.0235 -0.5057 0.1903 0.034 1.588 -0.777
C -1.3718 0.5284 -0.1800 1.818 0.877 -0.515
H -3.4408 0.8027 1.1837 0.151 0.005 0.052
H -3.7662 -0.0681 -0.5873 -0.057 0.015 -0.389
H -1.4425 1.5965 -0.6915 0.419 -2.463 1.054
H 2.3725 -1.2936 0.9591 -0.368 -3.033 3.268

***

Sequential calculated total energy output: -26921.8409 -37757.5517 -48595.4145 -11075.6675 -21781.2643 -21782.0686 eV